Below is C4H12O2 as an isolated structure at a distorted geometry, with properties calculated with the ωB97M-V functional and the def2-TZVPD basis.

Calculated values
Energy   -8433.31996 eV
Relative energy (zero: lowest compared OMol25 entry of this formula, charge and spin)   404.67 kJ/mol
Highest occupied orbital energy   -8.55 eV
Largest force on an atom   6.58 eV/Å
LUMO   0.566 eV

Last column: Mulliken charge in e.
Cartesian coordinates (Å):
C (0.322685, 1.641514, 1.039452)  -0.947
C (1.084664, 1.554065, -0.298034)  -0.398
O (0.867721, 0.263609, -0.842334)  -0.459
H (-0.636620, 1.129421, 1.114252)  0.229
H (0.071751, 2.667292, 1.309503)  0.361
H (0.935442, 1.161710, 1.802616)  0.255
H (2.171468, 1.623527, -0.251839)  0.280
H (0.814772, 2.323712, -1.021167)  0.341
H (1.369783, 0.288295, -1.660213)  0.339
C (-0.685147, -2.110202, -0.707546)  -1.068
C (-1.142977, -1.113989, 0.328195)  -0.334
O (-0.002827, -0.513768, 0.873347)  -0.661
H (-1.518669, -2.804237, -0.815471)  0.374
H (0.190093, -2.725056, -0.497736)  0.286
H (-0.600862, -1.645939, -1.690126)  0.238
H (-1.726357, -1.508051, 1.160356)  0.385
H (-1.812674, -0.342853, -0.052542)  0.254
H (0.297754, 0.110952, 0.209284)  0.524

Cartesian forces, eV/Å:
0.38 2.79 0.79
0.41 1.56 0.00
2.52 1.73 -5.83
0.18 0.93 -0.41
0.77 0.44 -0.13
-0.19 0.47 0.17
0.10 0.45 0.94
-0.57 0.07 0.07
-0.06 -0.52 -0.41
-1.91 -0.85 -0.88
1.20 0.06 0.81
-1.85 -4.00 3.68
-0.07 -0.42 -0.30
0.05 0.50 0.43
0.33 0.04 0.04
0.18 -0.69 -0.03
-0.17 0.17 -0.72
-1.29 -2.73 1.77